[1]
A 2-piece molecular cluster, C29H30NO2 overall. Source: the OMol25 dataset; level of theory: the ωB97M-V functional and the def2-TZVPD basis.

XYZ file:
```
62
Properties=species:S:1:pos:R:3:forces:R:3:lowdin_charge:R:1
C 4.903 -0.283 3.318 0.1 0.0 -0.2 -0.096
C 4.470 1.009 3.000 0.1 -0.1 0.2 -0.088
C 3.114 1.278 2.888 -0.4 -0.4 -0.2 -0.049
C 2.163 0.240 3.043 0.7 -0.3 -0.2 -0.256
C 0.790 0.454 2.637 -1.3 0.2 1.0 -0.098
C -0.244 -0.422 2.939 0.6 0.6 -0.6 -0.081
N -1.546 -0.107 3.140 0.1 -0.3 -0.4 -0.109
C -2.460 -1.219 3.424 0.0 -0.2 0.2 -0.160
C -3.916 -0.895 3.117 0.1 0.1 -0.2 -0.184
C -4.355 0.413 3.764 0.1 0.0 0.2 -0.202
C -3.399 1.552 3.415 0.1 0.0 -0.4 -0.179
C -1.926 1.208 3.655 -0.1 0.4 0.3 -0.144
C 2.609 -1.024 3.484 0.1 0.2 -0.4 -0.049
C 3.971 -1.296 3.555 0.0 0.1 0.2 -0.089
H 5.971 -0.498 3.384 -0.3 0.1 0.0 0.103
H 5.195 1.807 2.826 -0.2 -0.3 0.1 0.110
H 2.758 2.281 2.630 0.2 -0.3 0.0 0.116
H 0.531 1.472 2.318 0.1 -0.2 0.5 0.109
H -0.035 -1.499 2.948 -0.1 0.3 0.4 0.123
H -2.134 -2.078 2.825 -0.1 0.2 0.2 0.121
H -2.377 -1.499 4.490 0.0 0.1 -0.2 0.135
H -4.053 -0.835 2.031 0.0 0.0 0.1 0.118
H -4.535 -1.723 3.475 0.1 0.1 -0.1 0.117
H -5.364 0.669 3.430 0.1 0.0 0.1 0.115
H -4.392 0.286 4.855 0.0 0.0 -0.1 0.119
H -3.531 1.827 2.362 0.0 -0.1 0.1 0.117
H -3.642 2.439 4.008 0.1 -0.1 -0.1 0.117
H -1.738 1.252 4.745 0.1 -0.2 -0.3 0.141
H -1.293 1.972 3.189 -0.2 -0.2 0.2 0.112
H 1.873 -1.803 3.700 0.4 0.2 -0.1 0.106
H 4.305 -2.306 3.800 0.0 0.3 0.0 0.109
C 6.684 -7.525 0.824 -0.4 0.1 0.0 -0.041
O 5.272 -7.225 0.951 0.1 0.9 -0.2 -0.065
C 4.856 -5.948 0.749 0.3 0.0 -0.1 -0.238
C 3.467 -5.700 0.871 0.4 -0.1 0.0 0.024
C 2.973 -4.429 0.674 0.3 0.4 -0.1 0.002
C 3.829 -3.344 0.347 0.3 -0.8 0.0 -0.146
C 3.306 -2.016 0.152 1.1 0.7 0.0 -0.136
O 4.270 -1.103 -0.137 -1.4 0.0 -0.1 0.105
C 3.932 0.206 -0.422 0.0 -0.6 0.6 -0.147
C 2.596 0.642 -0.301 1.1 0.7 0.4 -0.139
C 2.355 2.015 -0.568 0.1 -0.1 0.0 0.004
C 3.400 2.859 -0.907 -0.5 0.1 0.0 -0.051
C 4.719 2.385 -0.977 0.1 -0.6 0.1 -0.029
C 4.995 1.046 -0.729 -0.1 0.3 -0.2 0.026
C 1.648 -0.270 0.215 -0.8 -1.0 -1.7 0.032
C 1.986 -1.617 0.298 -0.3 0.6 0.4 0.033
C 5.212 -3.609 0.228 -0.2 0.0 0.0 0.015
C 5.726 -4.877 0.423 -0.2 -0.5 0.1 0.010
H 6.745 -8.591 1.046 0.1 0.2 -0.1 0.099
H 7.041 -7.327 -0.198 -0.2 -0.1 0.3 0.101
H 7.279 -6.948 1.548 -0.2 -0.2 -0.2 0.100
H 2.814 -6.534 1.116 0.1 0.2 0.0 0.130
H 1.906 -4.243 0.761 0.2 -0.2 0.0 0.111
H 1.326 2.377 -0.494 0.4 0.0 0.0 0.129
H 3.201 3.910 -1.120 0.0 -0.3 0.1 0.118
H 5.537 3.057 -1.228 -0.2 -0.1 0.1 0.121
H 6.003 0.632 -0.762 -0.3 0.2 0.0 0.136
H 0.605 0.036 0.271 0.4 -0.1 0.0 0.130
H 1.246 -2.370 0.556 0.2 0.3 0.0 0.123
H 5.907 -2.812 -0.027 -0.2 -0.1 0.1 0.127
H 6.801 -5.051 0.320 -0.5 0.1 0.0 0.114
```
Positions in Å, forces in eV/Å.

* E_tot: -36137.88955 eV
* net charge: +1
* HOMO-LUMO gap: 5.3 eV
* LUMO energy: -4.34 eV

---

[2]
A 2-piece molecular cluster, C29H30NO2 overall. Source: the OMol25 dataset; level of theory: the ωB97M-V functional and the def2-TZVPD basis.

XYZ file:
```
62
Properties=species:S:1:pos:R:3:forces:R:3:lowdin_charge:R:1
C -6.091 2.412 0.912 -0.5 0.1 0.0 -0.096
C -5.293 1.125 0.622 -0.4 -0.5 0.0 -0.091
C -3.878 1.583 0.736 0.3 0.9 0.5 -0.132
C -3.886 2.963 1.044 -0.1 -0.3 -0.1 -0.193
O -5.130 3.503 1.175 0.8 -1.2 -0.3 0.012
C -2.679 3.649 1.252 -0.8 0.1 0.0 0.030
C -1.496 2.968 1.096 0.4 -0.2 -0.6 -0.014
C -1.447 1.579 0.760 -0.9 0.2 -0.1 -0.169
C -0.235 0.835 0.584 0.5 0.4 2.5 0.049
C 1.001 1.473 0.271 0.5 -0.2 -0.9 -0.191
C 2.216 0.800 0.587 0.4 0.4 0.3 0.055
C 3.406 1.503 0.629 -0.5 0.5 -0.2 -0.138
C 3.416 2.889 0.342 0.1 -0.1 0.5 -0.189
O 4.614 3.497 0.564 -1.0 -1.2 -0.1 0.018
C 5.552 2.448 0.993 0.6 0.1 0.0 -0.098
C 4.781 1.114 1.063 0.4 -0.4 0.2 -0.090
C 2.254 3.545 -0.097 1.0 0.2 -0.2 0.034
C 1.111 2.802 -0.270 -0.5 -0.4 0.6 -0.006
C -2.689 0.891 0.701 -0.3 0.0 0.0 0.063
H -6.715 2.707 0.051 0.3 0.0 0.4 0.130
H -6.738 2.299 1.799 0.4 0.3 -0.4 0.130
H -5.531 0.326 1.341 0.1 0.3 -0.2 0.130
H -5.522 0.728 -0.379 0.1 0.2 0.3 0.121
H -2.717 4.697 1.532 0.2 -0.1 0.0 0.129
H -0.570 3.509 1.267 -0.2 -0.2 0.1 0.112
H -0.202 -0.117 1.165 0.1 1.2 -0.8 0.135
H 2.210 -0.256 0.854 -0.1 0.3 0.1 0.116
H 6.368 2.403 0.253 -0.4 0.2 0.3 0.131
H 5.975 2.734 1.971 -0.3 0.1 -0.5 0.133
H 4.794 0.707 2.085 -0.1 0.1 -0.3 0.129
H 5.239 0.360 0.404 -0.2 0.2 0.2 0.124
H 2.319 4.615 -0.296 -0.2 -0.3 -0.3 0.135
H 0.251 3.273 -0.744 0.1 -0.2 0.3 0.128
H -2.727 -0.189 0.603 0.1 0.3 0.0 0.097
C -4.204 -2.701 0.050 0.1 0.2 0.0 -0.092
C -3.896 -1.915 -1.069 0.0 -0.3 0.3 -0.096
C -2.577 -1.549 -1.324 0.5 -0.2 0.1 -0.061
C -1.531 -1.934 -0.448 -1.0 0.5 1.2 -0.260
C -0.199 -1.365 -0.570 0.6 -0.4 -1.0 -0.126
C 0.905 -2.094 -0.114 -0.6 -0.1 -0.5 -0.098
N 1.968 -2.388 -0.861 0.0 0.5 0.7 -0.101
C 2.945 -3.388 -0.429 0.2 -0.3 0.5 -0.131
C 4.023 -3.403 -1.519 0.2 -0.2 0.3 -0.150
C 3.493 -2.561 -2.685 -0.3 0.2 -0.2 -0.142
C 2.128 -1.981 -2.250 0.1 0.2 -0.5 -0.123
C -1.864 -2.706 0.689 -0.4 0.0 -0.4 -0.049
C -3.183 -3.103 0.919 0.2 0.2 0.0 -0.074
H -5.240 -2.962 0.267 0.3 0.0 -0.1 0.105
H -4.701 -1.564 -1.721 0.3 -0.2 0.1 0.110
H -2.329 -0.923 -2.185 -0.1 -0.2 0.2 0.120
H -0.061 -0.562 -1.292 0.1 -0.8 -0.7 0.110
H 0.917 -2.521 0.907 -0.2 -0.4 -0.8 0.147
H 3.342 -3.115 0.562 -0.1 -0.1 -0.4 0.125
H 2.468 -4.385 -0.323 0.1 0.6 -0.1 0.135
H 4.959 -2.994 -1.125 -0.1 -0.1 -0.1 0.110
H 4.217 -4.433 -1.819 0.1 0.1 0.0 0.112
H 4.183 -1.757 -2.940 -0.1 -0.1 0.0 0.109
H 3.355 -3.170 -3.580 0.1 0.1 0.1 0.111
H 1.305 -2.366 -2.887 0.2 0.1 0.5 0.140
H 2.110 -0.883 -2.337 0.0 -0.4 0.1 0.122
H -1.076 -2.957 1.404 -0.4 -0.1 -0.2 0.104
H -3.421 -3.694 1.808 0.1 0.2 -0.3 0.110
```
Positions in Å, forces in eV/Å.

* E_tot: -36136.09884 eV
* net charge: +1
* HOMO-LUMO gap: 5.1 eV
* LUMO energy: -4.44 eV

---

[3]
C29H31BCeF3N5S3SeSi as an isolated structure. Source: the OMol25 dataset; level of theory: the ωB97M-V functional and the def2-TZVPD basis.

XYZ file:
```
75
Properties=species:S:1:pos:R:3:forces:R:3:lowdin_charge:R:1
Ce 0.131 0.259 -0.566 0.4 0.1 0.0 0.459
S 0.633 5.227 -0.739 -0.1 -1.1 0.4 1.038
C 0.768 4.835 0.925 0.2 -0.1 0.4 -0.421
C 0.756 3.496 1.183 -0.2 -0.8 -0.3 -0.206
C 0.584 2.667 0.017 -0.3 0.9 -1.6 -0.237
C 0.499 3.511 -1.126 0.3 -0.4 2.8 -0.502
C 0.288 3.086 -2.463 -0.7 -1.0 -1.8 -0.324
C 0.717 3.873 -3.536 0.0 -0.2 -1.1 -0.025
C 0.482 3.445 -4.854 -0.4 -0.6 1.1 -0.022
C -0.204 2.223 -5.040 0.3 0.4 0.0 -0.053
C -0.581 1.470 -3.936 0.3 1.1 0.7 -0.162
N -0.346 1.881 -2.666 0.5 0.5 -0.1 -0.011
H 0.875 5.585 1.693 0.0 0.2 -0.2 0.067
H 0.833 3.054 2.177 0.0 0.4 -0.2 0.092
H 1.276 4.795 -3.335 -0.3 -0.4 -0.1 0.101
H 0.833 4.045 -5.689 -0.1 -0.2 0.1 0.111
H -0.422 1.816 -6.021 0.1 0.2 0.0 0.106
H -1.105 0.529 -4.059 0.1 0.0 0.1 0.113
C 3.928 0.606 -0.541 -0.6 -0.3 0.0 -0.049
N 3.885 -0.702 -1.193 0.1 -1.1 -0.6 -0.106
C 4.681 -1.825 -0.851 -0.7 1.2 -0.3 -0.026
C 4.337 -2.804 -1.707 -0.9 -0.2 -0.9 -0.054
N 3.337 -2.350 -2.580 0.4 1.7 1.2 -0.009
B 2.726 -3.185 -3.728 0.3 -0.2 -0.3 -0.484
N 1.200 -2.953 -3.797 -2.2 0.3 0.7 -0.006
C 0.464 -2.983 -4.988 1.4 0.1 0.4 -0.063
C -0.842 -2.807 -4.735 -0.8 0.1 1.3 -0.044
N -0.956 -2.672 -3.329 0.9 0.1 -0.5 -0.117
C -2.176 -2.477 -2.542 0.2 0.1 0.0 -0.038
C 0.311 -2.755 -2.754 -0.8 -0.5 -4.2 -0.727
S 0.552 -2.706 -1.126 0.3 0.8 2.3 0.740
C 3.043 -1.036 -2.256 3.4 -2.8 2.0 -0.729
S 1.974 0.011 -2.935 -1.8 1.5 -0.4 0.775
H 4.947 0.860 -0.244 -0.1 -0.1 -0.2 0.099
H 3.298 0.566 0.363 0.3 0.2 -0.2 0.011
H 3.508 1.341 -1.243 0.3 -0.2 0.3 0.066
H 5.409 -1.799 -0.044 -0.3 0.1 -0.3 0.123
H 4.683 -3.830 -1.801 -0.1 0.4 0.1 0.125
H 2.935 -4.350 -3.572 0.1 -0.3 0.5 0.070
H 3.242 -2.907 -4.779 -0.2 0.4 -0.2 0.071
H 1.008 -3.114 -5.918 -0.3 0.0 0.2 0.125
H -1.716 -2.792 -5.387 0.5 0.0 0.3 0.120
H -3.060 -2.664 -3.165 0.4 -0.1 0.2 0.097
H -2.240 -1.453 -2.133 0.0 -0.4 -0.2 0.050
H -2.125 -3.157 -1.680 -0.3 0.1 -0.3 0.080
F -2.690 3.474 6.812 -1.4 -0.8 -0.8 0.096
C -3.778 2.903 6.171 -0.4 0.8 1.7 -0.479
F -4.780 3.865 6.173 1.2 -1.3 0.0 0.095
F -4.226 1.878 6.993 0.5 1.3 -0.9 0.103
C -3.457 2.417 4.803 0.1 -0.5 -1.1 -0.111
C -2.129 2.096 4.451 -1.0 0.2 0.6 0.007
C -1.871 1.559 3.206 0.3 -0.2 -0.4 -0.035
C -2.901 1.324 2.285 -0.4 0.5 0.9 -0.224
C -4.227 1.654 2.641 0.4 -0.2 -0.5 -0.010
C -4.510 2.191 3.878 0.6 0.2 0.9 0.001
C -2.565 0.773 1.021 0.9 -1.1 -2.5 -0.114
C -2.209 0.274 -0.074 -0.2 0.9 1.8 -0.132
H -1.329 2.237 5.176 -0.2 0.0 -0.2 0.128
H -0.851 1.286 2.916 -0.4 0.1 0.2 0.069
H -5.011 1.487 1.907 0.1 0.0 0.2 0.122
H -5.539 2.430 4.154 0.3 0.0 -0.1 0.126
C 1.437 -3.480 3.244 -0.2 0.3 0.2 -0.225
Si 0.170 -2.109 2.969 0.0 -0.1 -0.4 0.200
C -1.242 -2.700 1.850 0.1 -0.1 0.6 -0.220
C -0.500 -1.422 4.587 -0.3 0.1 -0.1 -0.219
Se 1.335 -0.420 1.934 -0.3 0.3 -0.6 0.413
H 0.988 -4.381 3.668 -0.1 0.0 0.0 0.030
H 2.223 -3.144 3.928 -0.1 0.0 -0.1 0.029
H 1.903 -3.749 2.298 0.0 0.0 -0.1 0.023
H -2.090 -2.980 2.492 0.1 0.0 -0.1 0.039
H -0.944 -3.573 1.269 0.0 0.0 0.0 0.008
H -1.594 -1.931 1.162 0.0 0.0 0.1 -0.021
H -0.751 -2.226 5.281 0.0 -0.1 0.0 0.031
H -1.424 -0.853 4.416 0.2 -0.1 -0.1 0.017
H 0.195 -0.746 5.087 0.1 -0.1 -0.1 0.029
```
Positions in Å, forces in eV/Å.

* E_tot: -165515.94714 eV
* net charge: 0
* HOMO-LUMO gap (spin up / spin down): 6.5 / 6.0 eV
* LUMO energy (spin up / spin down): -1.62 / -2.14 eV